No. 1
DFT (the ωB97M-V functional and the def2-TZVPD basis) results for 6 unconnected molecules or ions with the total composition C32H53BI2N7O3 at a distorted geometry.

XYZ file:
```
98
Properties=species:S:1:pos:R:3
C 2.302 2.697 1.997
C 2.990 3.741 1.071
B 1.988 4.278 -0.014
O 2.010 5.579 -0.397
N 1.004 3.366 -0.672
C 1.331 2.112 -1.111
C 0.237 1.574 -1.680
C -0.095 0.305 -2.298
I -2.190 -0.100 -2.256
C 0.694 -0.591 -2.888
C 0.178 -1.852 -3.495
I 2.772 -0.270 -3.057
N -0.726 2.542 -1.537
C -0.275 3.614 -0.924
C -1.073 4.823 -0.603
C -2.513 4.410 -0.259
O -2.992 5.246 0.779
C -4.046 4.681 1.493
C -5.216 4.146 0.707
O -3.996 4.663 2.690
H 2.511 2.935 3.033
H 1.226 2.674 1.860
H 2.681 1.697 1.835
H 3.450 4.557 1.610
H 3.795 3.239 0.525
H 2.916 5.871 -0.525
H 2.282 1.643 -1.009
H -0.459 -1.653 -4.350
H -0.411 -2.406 -2.773
H 0.996 -2.505 -3.758
H -1.681 2.463 -1.858
H -0.656 5.249 0.302
H -1.101 5.530 -1.421
H -2.550 3.374 0.081
H -3.148 4.453 -1.143
H -5.176 4.435 -0.335
H -6.137 4.536 1.111
H -5.170 3.065 0.768
C 5.086 -5.842 -2.738
C 4.535 -4.871 -3.775
C 3.646 -3.780 -3.164
C 2.485 -4.368 -2.490
N 1.567 -4.830 -1.970
H 4.287 -6.389 -2.236
H 5.725 -6.570 -3.228
H 5.671 -5.316 -1.979
H 3.968 -5.430 -4.521
H 5.366 -4.393 -4.298
H 3.289 -3.107 -3.941
H 4.207 -3.191 -2.437
C -5.480 -0.143 1.890
C -6.991 -0.362 1.893
C -7.515 -0.886 0.549
C -7.213 0.095 -0.503
N -6.976 0.863 -1.328
H -5.186 0.611 1.157
H -5.142 0.203 2.867
H -4.950 -1.069 1.657
H -7.490 0.579 2.138
H -7.240 -1.067 2.670
H -8.588 -1.043 0.586
H -7.046 -1.838 0.298
C 8.952 -6.452 -7.212
C 8.994 -5.926 -5.781
C 8.659 -7.001 -4.740
C 7.307 -7.527 -4.951
N 6.254 -7.944 -5.127
H 7.954 -6.799 -7.481
H 9.225 -5.666 -7.915
H 9.649 -7.281 -7.345
H 8.294 -5.093 -5.684
H 9.990 -5.534 -5.570
H 8.715 -6.586 -3.733
H 9.367 -7.828 -4.803
C 5.512 5.192 3.949
C 5.889 4.758 5.359
C 6.462 3.337 5.411
C 5.483 2.359 4.922
N 4.715 1.592 4.538
H 4.727 4.555 3.538
H 5.137 6.216 3.953
H 6.374 5.150 3.280
H 5.009 4.820 6.002
H 6.629 5.449 5.764
H 6.729 3.075 6.434
H 7.361 3.264 4.798
C -11.194 0.308 4.342
C -11.522 -1.107 4.803
C -10.281 -1.999 4.922
C -9.609 -2.129 3.626
N -9.091 -2.229 2.602
H -10.754 0.312 3.343
H -12.098 0.915 4.300
H -10.494 0.792 5.026
H -12.230 -1.558 4.105
H -12.015 -1.065 5.775
H -10.558 -2.995 5.266
H -9.575 -1.579 5.639
```

Values from the calculation:
- Energy relative to the best compared isomer or geometry (same formula, charge and spin): 0.653 eV
- Net charge: +1
- Lowest unoccupied orbital energy: -2.78 eV
- Calculated total energy: -67489.581 eV
- Gap between HOMO and LUMO: 8.86 eV
- HOMO: -11.64 eV

No. 2
DFT (the ωB97M-V functional and the def2-TZVPD basis) results for a molecular structure, C34H33N8NaO2S at a distorted geometry.

XYZ file:
```
79
Properties=species:S:1:pos:R:3
Na 0.689 -2.080 1.321
C 0.422 8.726 -8.374
O -0.689 8.363 -7.502
C -0.517 7.279 -6.704
C -1.739 6.799 -6.144
C -1.695 5.759 -5.238
C -0.458 5.215 -4.871
C 0.740 5.654 -5.487
C 0.729 6.697 -6.392
C -0.266 4.221 -3.852
N 0.952 3.743 -3.555
C 0.734 2.781 -2.627
C -0.620 2.668 -2.318
N -1.254 3.593 -3.132
C -1.102 1.740 -1.351
C -2.445 1.608 -0.924
C -2.799 0.509 -0.152
C -1.782 -0.306 0.247
N -0.489 -0.154 0.023
C -0.103 0.893 -0.774
C 1.281 1.004 -1.063
N 2.182 0.214 -0.423
C 3.471 0.399 -0.633
C 4.000 1.281 -1.578
C 3.102 2.079 -2.273
C 1.736 1.957 -1.991
H 0.055 9.513 -9.033
H 0.749 7.836 -8.955
H 1.261 9.121 -7.773
H -2.659 7.272 -6.499
H -2.607 5.384 -4.793
H 1.652 5.156 -5.189
H 1.651 7.048 -6.865
H -2.260 3.709 -3.275
H -3.176 2.353 -1.204
H -3.812 0.288 0.114
H -1.977 -1.231 0.933
H 4.146 -0.171 0.010
H 5.064 1.366 -1.769
H 3.399 2.886 -2.937
C -4.010 -4.122 4.073
C -4.241 -3.047 3.004
C -5.324 -3.505 2.023
C -4.633 -1.658 3.542
C -2.997 -2.758 2.254
C -2.060 -2.115 1.806
H -4.879 -4.295 4.689
H -3.158 -3.846 4.731
H -3.753 -5.092 3.637
H -6.328 -3.486 2.504
H -5.160 -4.515 1.644
H -5.377 -2.798 1.174
H -5.626 -1.653 4.018
H -4.603 -0.947 2.684
H -3.898 -1.297 4.265
S 5.402 -3.349 1.060
C 5.247 -2.566 2.614
C 4.013 -1.976 2.698
N 3.273 -2.000 1.566
C 3.888 -2.658 0.597
H 6.090 -2.601 3.308
H 3.583 -1.509 3.587
H 3.507 -2.818 -0.398
C 3.758 -6.013 4.163
N 2.398 -5.450 4.299
C 1.763 -5.464 5.490
C 0.738 -4.573 5.664
C 0.347 -3.737 4.536
N 0.897 -3.829 3.322
C 1.859 -4.792 3.145
O 2.259 -5.131 2.012
N -0.643 -2.787 4.715
H 3.718 -7.112 4.137
H 4.356 -5.716 5.058
H 4.206 -5.591 3.248
H 2.107 -6.187 6.254
H 0.157 -4.505 6.565
H -1.316 -2.998 5.451
H -1.127 -2.675 3.864
```

Values from the calculation:
- Energy relative to the best compared isomer or geometry (same formula, charge and spin): 2.356 eV
- Net charge: 0
- Lowest unoccupied orbital energy: 0.30 eV
- Calculated total energy: -67059.047 eV
- Gap between HOMO and LUMO: 6.42 eV
- HOMO: -6.12 eV

No. 3
DFT (the ωB97M-V functional and the def2-TZVPD basis) results for 2 unconnected molecules or ions with the total composition C7H23N2OSi2 at a distorted geometry.

XYZ file:
```
35
Properties=species:S:1:pos:R:3
C -1.475 2.634 -1.267
C -1.171 2.306 1.201
C 5.070 -0.484 -0.813
C -1.419 -2.766 -0.304
C -0.308 -1.914 0.333
C -1.656 1.667 -0.098
C -0.872 0.391 -0.419
N -2.641 -2.483 0.452
N -0.929 -0.611 0.663
O 2.512 -0.223 0.289
Si 2.577 0.509 1.730
Si 3.218 -0.797 -1.111
H -0.429 2.909 -1.372
H -2.051 3.539 -1.103
H -1.808 2.186 -2.200
H -0.091 2.433 1.185
H -1.621 3.288 1.317
H -1.449 1.720 2.075
H 5.439 -1.094 0.014
H 5.666 -0.731 -1.690
H 5.266 0.559 -0.560
H -1.574 -2.462 -1.340
H -1.125 -3.819 -0.304
H 0.549 -1.779 -0.329
H 0.035 -2.379 1.258
H -2.719 1.425 -0.003
H -1.269 -0.062 -1.328
H -2.691 -3.052 1.290
H -3.468 -2.681 -0.096
H -0.489 -0.195 1.494
H -1.931 -0.923 0.839
H 2.563 1.946 1.479
H 3.689 0.022 2.525
H 1.273 0.095 2.316
H 0.179 0.639 -0.583
```

Values from the calculation:
- Energy relative to the best compared isomer or geometry (same formula, charge and spin): 0.000 eV
- Net charge: +1
- Lowest unoccupied orbital energy (spin up / spin down): -2.30 / -4.90 eV
- Calculated total energy: -28407.885 eV
- Gap between HOMO and LUMO (spin up / spin down): 6.74 / 9.34 eV
- HOMO (spin up / spin down): -9.04 / -14.24 eV
- <S²>: 2.002
- 2S+1: 3

> net charge of number 2 (C34H33N8NaO2S)?

0

> energy relative to the best compared isomer or geometry (same formula, charge and spin) of number 3 (C7H23N2OSi2)?

0.000 eV

> The highest calculated total energy belongs to which entry?

C7H23N2OSi2

> The highest calculated total energy belongs to which entry?

C7H23N2OSi2